No. 1
Molecular formula: C24H36BClO22
Method: DFT, ωB97M-V/def2-TZVPD

Atoms and positions in Å:
O (-3.901, 1.653, 0.229)
C (-2.774, 2.095, 0.370)
O (-2.271, 3.161, -0.319)
C (-1.036, 3.496, 0.285)
C (-0.619, 2.221, 0.943)
O (-1.850, 1.588, 1.237)
H (-0.316, 3.833, -0.465)
H (-1.203, 4.304, 1.006)
H (-0.040, 1.575, 0.274)
H (-0.043, 2.393, 1.856)
O (-5.145, -6.779, 2.452)
C (-4.017, -6.336, 2.594)
O (-3.514, -5.270, 1.905)
C (-2.279, -4.935, 2.509)
C (-1.862, -6.210, 3.167)
O (-3.093, -6.843, 3.461)
H (-1.559, -4.598, 1.759)
H (-2.446, -4.128, 3.230)
H (-1.283, -6.856, 2.498)
H (-1.286, -6.038, 4.080)
O (0.431, 0.674, -3.224)
C (0.327, 0.120, -4.305)
O (0.096, -1.216, -4.469)
C (-0.183, -1.420, -5.841)
C (0.475, -0.252, -6.502)
O (0.426, 0.755, -5.510)
H (0.225, -2.375, -6.182)
H (-1.268, -1.424, -5.985)
H (1.523, -0.450, -6.754)
H (-0.053, 0.067, -7.405)
O (2.018, 1.989, 4.744)
C (2.172, 1.165, 3.858)
O (2.175, 1.457, 2.525)
C (2.604, 0.290, 1.849)
C (2.272, -0.805, 2.810)
O (2.364, -0.170, 4.071)
H (2.081, 0.180, 0.895)
H (3.679, 0.368, 1.658)
H (1.253, -1.183, 2.677)
H (2.973, -1.642, 2.745)
O (5.785, -0.243, 1.277)
C (5.663, 0.051, 0.100)
O (5.242, -0.810, -0.872)
C (5.020, -0.039, -2.037)
C (5.888, 1.159, -1.826)
O (5.932, 1.285, -0.418)
H (5.297, -0.601, -2.933)
H (3.958, 0.220, -2.093)
H (6.907, 1.009, -2.200)
H (5.472, 2.061, -2.284)
O (8.019, 4.569, 3.339)
C (7.421, 3.543, 3.615)
O (6.501, 2.944, 2.804)
C (6.213, 1.680, 3.372)
C (6.565, 1.863, 4.813)
O (7.584, 2.844, 4.777)
H (5.160, 1.422, 3.231)
H (6.834, 0.922, 2.883)
H (5.726, 2.246, 5.403)
H (6.931, 0.941, 5.272)
O (-8.129, 5.169, -3.147)
C (-7.486, 4.188, -2.810)
O (-7.199, 3.135, -3.630)
C (-6.260, 2.326, -2.946)
C (-6.496, 2.665, -1.510)
O (-6.962, 4.000, -1.564)
H (-6.434, 1.267, -3.158)
H (-5.253, 2.595, -3.280)
H (-7.269, 2.039, -1.054)
H (-5.584, 2.597, -0.911)
O (-4.180, -0.353, -2.433)
C (-2.960, -0.970, -1.847)
C (-3.443, -2.178, -0.833)
C (-2.992, -1.846, 0.708)
B (-1.366, -1.853, 0.974)
Cl (-0.139, -2.926, 0.070)
H (-4.727, 0.038, -1.685)
H (-2.283, -0.154, -1.335)
H (-2.361, -1.456, -2.727)
H (-3.151, -3.254, -1.209)
H (-4.636, -2.151, -0.847)
H (-3.531, -2.565, 1.466)
H (-3.360, -0.736, 0.941)
H (-0.969, -1.097, 1.815)

charge = 0
gap between HOMO and LUMO = 10.14 eV
max |F| = 2.9 eV/Å
SMILES = O=C1OCCO1.O=C1OCCO1.O=C1OCCO1.O=C1OCCO1.O=C1OCCO1.O=C1OCCO1.O=C1OCCO1.OCCCBCl
total energy = -3076.4612 hartree

---

No. 2
Molecular formula: C24H36Br18NO2
Method: DFT, ωB97M-V/def2-TZVPD

Atoms and positions in Å:
C (-3.145, 0.927, 4.190)
C (-2.144, 1.079, 2.850)
C (-0.689, 0.474, 3.417)
C (-2.051, 2.694, 2.614)
C (-2.846, 0.190, 1.706)
C (-2.523, 0.434, 0.150)
C (-3.076, 1.882, -0.481)
C (-3.482, -0.688, -0.651)
C (-0.977, 0.246, -0.353)
C (0.330, 1.090, 0.263)
C (1.874, 0.943, -0.268)
C (2.258, -0.062, -1.513)
O (3.664, -0.085, -1.948)
C (3.849, 0.515, -3.279)
C (3.208, 2.027, -3.446)
O (3.907, 3.042, -2.644)
C (2.982, 3.884, -1.870)
C (2.654, 5.349, -2.532)
N (1.166, 5.629, -2.235)
C (1.023, -0.939, -2.144)
C (-0.551, -0.792, -1.596)
H (-4.156, 1.489, 3.896)
H (-2.651, 1.494, 5.104)
H (-3.366, -0.199, 4.425)
H (0.153, 1.298, 3.377)
H (-0.413, -0.425, 2.711)
H (-0.798, 0.030, 4.507)
H (-1.613, 3.037, 1.587)
H (-1.363, 3.180, 3.449)
H (-3.127, 3.146, 2.710)
H (-4.028, 0.285, 1.850)
H (-2.616, -0.957, 1.950)
H (-2.119, 2.477, -0.851)
H (-3.665, 2.508, 0.314)
H (-3.726, 1.689, -1.462)
H (-3.119, -1.767, -0.305)
H (-4.581, -0.540, -0.251)
H (-3.461, -0.533, -1.811)
H (0.170, 1.865, 1.156)
H (2.753, 1.559, 0.228)
H (5.024, 0.650, -3.429)
H (3.508, -0.238, -4.111)
H (2.024, 2.049, -3.327)
H (3.397, 2.325, -4.587)
H (3.526, 4.100, -0.830)
H (1.955, 3.387, -1.609)
H (2.754, 5.377, -3.699)
H (3.244, 6.200, -1.971)
H (0.993, 5.566, -1.196)
H (1.272, -1.669, -3.053)
H (-1.318, -1.463, -2.181)
C (2.062, -3.824, 0.376)
Br (0.435, -4.205, 1.372)
Br (2.167, -4.864, -1.264)
Br (2.277, -1.920, 0.041)
H (2.902, -4.135, 1.006)
C (8.518, 0.968, -2.184)
Br (7.650, -0.698, -2.691)
Br (10.144, 1.277, -3.206)
Br (7.299, 2.480, -2.289)
H (8.814, 0.868, -1.135)
C (-0.270, -8.184, -2.230)
Br (-1.138, -9.850, -2.737)
Br (1.356, -7.875, -3.252)
Br (-1.489, -6.672, -2.335)
H (0.026, -8.284, -1.181)
C (4.745, -7.173, 2.057)
Br (5.266, -5.428, 1.374)
Br (5.151, -7.361, 3.950)
Br (2.880, -7.573, 1.674)
H (5.347, -7.917, 1.525)
C (-5.439, 5.569, 2.617)
Br (-6.663, 4.465, 3.650)
Br (-3.718, 5.766, 3.502)
Br (-5.244, 4.922, 0.793)
H (-5.883, 6.568, 2.556)
C (-7.551, -2.189, 1.094)
Br (-8.202, -1.456, -0.586)
Br (-6.210, -3.570, 0.810)
Br (-6.912, -0.796, 2.292)
H (-8.404, -2.668, 1.586)

charge = -1
gap between HOMO and LUMO = 2.43 eV
max |F| = 5.0 eV/Å
total energy = -47472.9037 hartree

---

No. 3
Molecular formula: C24H36BrF18O14PSi2
Method: DFT, ωB97M-V/def2-TZVPD

Atoms and positions in Å:
O (-0.526, 0.567, -3.417)
P (-0.602, 0.363, -1.791)
Br (1.346, -0.617, -1.281)
Si (-0.362, 2.512, -1.030)
O (0.370, 2.591, 0.447)
Si (2.026, 2.606, 0.628)
H (0.368, 0.743, -3.731)
H (-1.703, 3.070, -0.857)
H (0.357, 3.376, -2.004)
H (2.383, 1.627, 1.674)
H (2.613, 2.140, -0.645)
H (2.477, 3.957, 0.983)
C (-8.285, 0.999, -2.832)
C (-7.804, 2.432, -2.830)
O (-6.568, 2.563, -2.089)
C (-5.466, 2.244, -2.741)
O (-5.367, 1.865, -3.869)
C (-4.240, 2.472, -1.826)
F (-4.440, 2.000, -0.597)
F (-3.980, 3.779, -1.733)
F (-3.169, 1.864, -2.332)
H (-8.382, 0.631, -1.810)
H (-9.252, 0.929, -3.326)
H (-7.579, 0.360, -3.357)
H (-8.507, 3.085, -2.319)
H (-7.663, 2.812, -3.841)
C (8.666, 5.464, 2.284)
C (7.738, 6.534, 1.759)
O (7.059, 6.094, 0.557)
C (5.993, 5.337, 0.739)
O (5.521, 4.974, 1.775)
C (5.361, 4.991, -0.626)
F (6.279, 4.631, -1.526)
F (4.702, 6.058, -1.112)
F (4.488, 3.995, -0.499)
H (9.373, 5.159, 1.513)
H (9.223, 5.845, 3.140)
H (8.108, 4.583, 2.600)
H (8.290, 7.420, 1.457)
H (6.999, 6.830, 2.502)
C (1.512, -3.770, 0.284)
C (1.740, -4.742, -0.848)
O (2.821, -5.657, -0.550)
C (2.512, -6.698, 0.199)
O (1.440, -6.972, 0.652)
C (3.769, -7.581, 0.380)
F (4.846, -6.843, 0.659)
F (4.009, -8.261, -0.749)
F (3.600, -8.460, 1.366)
H (2.432, -3.236, 0.523)
H (0.752, -3.044, 0.000)
H (1.183, -4.285, 1.187)
H (2.054, -4.223, -1.751)
H (0.840, -5.310, -1.082)
C (1.294, -8.181, 4.066)
C (2.013, -9.508, 4.110)
O (2.648, -9.723, 5.392)
C (1.871, -10.182, 6.356)
O (0.706, -10.442, 6.292)
C (2.707, -10.396, 7.640)
F (3.523, -9.362, 7.873)
F (3.458, -11.500, 7.512)
F (1.912, -10.549, 8.694)
H (1.975, -7.367, 4.317)
H (0.898, -8.011, 3.065)
H (0.469, -8.160, 4.777)
H (2.820, -9.534, 3.385)
H (1.340, -10.338, 3.892)
C (2.624, 8.227, -0.629)
C (2.994, 9.647, -0.991)
O (1.823, 10.438, -1.293)
C (1.179, 10.937, -0.252)
O (1.456, 10.810, 0.903)
C (-0.017, 11.789, -0.739)
F (-0.694, 11.172, -1.712)
F (0.429, 12.960, -1.218)
F (-0.852, 12.036, 0.264)
H (2.028, 7.773, -1.420)
H (3.520, 7.633, -0.480)
H (2.036, 8.200, 0.289)
H (3.591, 9.675, -1.900)
H (3.563, 10.130, -0.198)
C (-5.963, -5.812, -2.298)
C (-5.843, -4.438, -2.918)
O (-7.142, -3.908, -3.270)
C (-7.821, -3.343, -2.287)
O (-7.488, -3.221, -1.146)
C (-9.153, -2.779, -2.832)
F (-9.762, -3.643, -3.649)
F (-8.910, -1.652, -3.520)
F (-9.983, -2.488, -1.836)
H (-6.506, -6.484, -2.963)
H (-4.971, -6.223, -2.116)
H (-6.498, -5.767, -1.350)
H (-5.296, -4.478, -3.857)
H (-5.333, -3.739, -2.257)

charge = 0
gap between HOMO and LUMO = 9.04 eV
max |F| = 0.9 eV/Å
total energy = -7281.6124 hartree